[1]
Below is a structure of composition C20H20N4O3S, with properties calculated with wB97M-V/def2-TZVPD.

Calculated values
* Kohn-Sham gap: 9.0 eV
* F_max: 0.027 Eh/bohr
* DFT total energy: -44004.37728 eV

Cartesian coordinates (Å):
C  -5.48774  -1.92810  -1.05922
H  -5.05431  -2.58965  -1.80566
C  -4.72193  -2.03449  0.25228
N  -3.32664  -1.67067  0.07590
C  -2.95366  -0.36668  -0.00808
N  -3.79152  0.59445  0.09487
C  -3.28587  1.86364  0.00993
N  -1.97051  1.99179  -0.16087
C  -1.42994  3.19252  -0.25709
C  -2.18582  4.34676  -0.18151
C  -3.56186  4.22800  0.00127
C  -4.12918  2.97598  0.09904
H  -5.18689  2.82714  0.23858
H  -4.17888  5.11225  0.06408
H  -1.71746  5.31417  -0.26401
H  -0.35834  3.21588  -0.40320
S  -1.23321  -0.17255  -0.25119
C  -0.98655  -2.00640  -0.24111
C  -2.34847  -2.62949  -0.03606
O  -2.56672  -3.81163  0.04766
C  -0.01601  -2.47546  0.84648
C  1.40475  -2.01242  0.53773
O  2.24039  -2.75053  0.06955
N  1.59900  -0.69961  0.83822
C  2.71745  0.10027  0.58718
C  3.93200  -0.42349  0.16174
C  5.01211  0.42434  -0.06653
C  4.86802  1.79644  0.13786
C  3.65976  2.31491  0.56277
C  2.58598  1.47422  0.78782
H  1.63687  1.87447  1.11685
H  3.55119  3.37775  0.71978
H  5.71804  2.43612  -0.04366
C  6.33821  -0.07401  -0.52544
O  7.26439  0.68521  -0.70631
C  6.47182  -1.55741  -0.75217
H  5.75220  -1.89042  -1.49641
H  7.47879  -1.77863  -1.09692
H  6.28127  -2.09524  0.17385
H  4.01089  -1.48561  0.01071
H  0.79105  -0.18432  1.16427
H  -0.02504  -3.56734  0.86673
H  -0.33857  -2.09775  1.81952
H  -0.60105  -2.30266  -1.22054
H  -5.15008  -1.36090  0.99702
H  -4.72852  -3.06281  0.62084
H  -6.52372  -2.21281  -0.90088
H  -5.45571  -0.90524  -1.42566


[2]
Below is a structure of composition C38H40N4OsPSi, with properties calculated with wB97M-V/def2-TZVPD.

Calculated values
* total charge: +3
* Kohn-Sham gap: 6.6 eV
* F_max: 0.017 Eh/bohr
* DFT total energy: -65626.17208 eV

Cartesian coordinates (Å):
Os  0.70536  0.77962  0.75723
N  2.08817  1.01887  2.36141
C  2.26763  -0.15667  3.21952
C  3.09029  -0.17738  4.30885
C  3.18750  -1.35999  5.07073
C  2.47535  -2.47239  4.72161
C  1.62565  -2.46226  3.58925
C  0.86996  -3.57356  3.16334
C  0.07101  -3.45283  2.05855
C  0.03061  -2.23967  1.36994
N  0.72775  -1.16736  1.72313
C  1.52683  -1.27681  2.83490
H  3.01823  1.37323  2.13587
H  1.65490  1.77378  2.90062
H  3.66228  0.69702  4.59855
H  3.83058  -1.37447  5.93969
H  2.55102  -3.37886  5.30875
H  0.92293  -4.50370  3.71614
H  -0.53231  -4.27728  1.70572
H  -0.61814  -2.13109  0.51273
N  2.36258  1.79166  -0.15459
C  2.57071  1.70508  -1.60331
C  3.29154  2.67218  -2.27852
C  3.52425  2.47578  -3.63245
C  3.05523  1.33307  -4.27676
C  2.33315  0.37884  -3.58056
C  2.07858  0.57565  -2.22358
P  1.16918  -0.56602  -1.18130
C  2.16467  -2.05083  -0.99383
C  3.17870  -2.07752  -0.03278
C  4.04316  -3.15395  0.04362
C  3.90527  -4.21560  -0.84474
C  2.91866  -4.18542  -1.81897
C  2.04992  -3.10611  -1.90201
C  -0.34256  -0.91433  -2.09025
C  -0.90734  0.13675  -2.81888
C  -2.09700  -0.05081  -3.50647
C  -2.72465  -1.28836  -3.48331
C  -2.16921  -2.33885  -2.76124
C  -0.99369  -2.15374  -2.05305
H  2.26158  2.77583  0.09289
H  3.24305  1.47950  0.25476
H  3.67048  3.55358  -1.77467
H  4.08116  3.21765  -4.18906
H  3.25274  1.19509  -5.33107
H  1.96088  -0.50132  -4.09043
H  3.30948  -1.24640  0.65332
H  4.83343  -3.16490  0.78273
H  4.58124  -5.05840  -0.78706
H  2.83149  -4.99806  -2.52755
H  1.30862  -3.08709  -2.68897
H  -0.41834  1.10219  -2.86534
H  -2.51982  0.76413  -4.07886
H  -3.63817  -1.44161  -4.04295
H  -2.64603  -3.31062  -2.76978
H  -0.55408  -2.99879  -1.53867
C  -1.40570  5.43210  1.09748
Si  -1.59943  3.60097  0.86124
C  -2.63104  2.92693  2.27572
C  -2.27434  3.28373  -0.86046
C  0.16456  2.86918  0.92804
H  -2.40453  5.87868  1.08031
H  -0.82478  5.90897  0.30627
H  -0.95574  5.69114  2.05746
H  -3.69481  3.16254  2.20701
H  -2.27805  3.42859  3.18215
H  -2.54165  1.85327  2.44697
H  -3.30581  3.61247  -1.00084
H  -2.20352  2.24904  -1.20057
H  -1.67408  3.89339  -1.54380
H  0.64137  3.19462  1.86662
H  0.67035  3.45434  0.14764
N  -1.26415  0.38479  0.48042
C  -2.38314  0.13180  0.32597
C  -3.74087  -0.17946  0.13773
C  -4.66086  0.86481  -0.05079
C  -5.99269  0.54849  -0.22548
C  -6.39757  -0.78251  -0.19610
C  -5.48366  -1.81652  0.00454
C  -4.14798  -1.52439  0.17005
H  -4.32149  1.88934  -0.06170
H  -6.72102  1.33276  -0.37768
H  -7.44551  -1.02138  -0.32471
H  -5.82451  -2.84200  0.03381
H  -3.42380  -2.31219  0.32985


[3]
Below is a cluster of 2 separate species, C17H13F3N3O2S2 in total, with properties calculated with wB97M-V/def2-TZVPD.

Calculated values
* total charge: -1
* Kohn-Sham gap: 5.1 eV
* F_max: 0.051 Eh/bohr
* DFT total energy: -56227.21770 eV

Cartesian coordinates (Å):
C  1.89092  -0.88976  -1.75576
C  0.80610  0.04526  -2.04008
N  -0.04952  0.79141  -2.27505
C  3.18010  -0.54132  -2.46975
C  4.08963  -1.57110  -2.74203
C  5.43814  -1.26450  -2.89575
C  5.85393  0.07945  -2.93599
C  7.24237  0.39235  -3.12322
N  8.37617  0.63218  -3.29926
C  4.91227  1.10591  -2.79358
C  3.56709  0.79218  -2.60764
H  1.61629  -1.93132  -1.94650
H  3.71212  -2.59849  -2.76153
H  6.17698  -2.06294  -2.97985
H  5.23413  2.14925  -2.81578
H  2.81754  1.58355  -2.52644
C  -2.92572  -0.02528  -0.63599
N  -2.51470  -0.01957  0.72128
S  2.39974  -0.66110  0.02324
C  1.44002  -1.99418  0.74573
F  1.97099  -3.21296  0.43541
F  1.48361  -1.85334  2.10551
F  0.13374  -1.98578  0.36198
S  -2.06777  1.25722  1.50430
C  -3.37122  1.13620  2.73481
C  -4.37621  2.11066  2.72342
C  -5.65321  1.71201  3.12097
C  -5.86062  0.42440  3.62748
C  -4.78001  -0.43336  3.85484
C  -3.50353  -0.06069  3.44111
O  -0.80499  1.08891  2.18616
O  -2.28900  2.53028  0.85431
H  -2.45167  -0.91948  -1.05769
H  -4.00830  -0.19105  -0.68975
H  -2.64093  0.84568  -1.24022
H  -4.14941  3.11242  2.35425
H  -6.48037  2.41079  2.99120
H  -6.87369  0.08886  3.85395
H  -4.91826  -1.40266  4.33009
H  -2.62274  -0.67011  3.62182


[4]
Below is the ion C10H16N2 with charge +2, with properties calculated with wB97M-V/def2-TZVPD.

Calculated values
* total charge: +2
* Kohn-Sham gap (spin up / spin down): 6.7 / 6.7 eV
* F_max: 0.088 Eh/bohr
* structure (SMILES): C=CC1=[NH+]C(C(C)(C)C)=C[N+]1=C
* DFT total energy: -13588.72871 eV

Cartesian coordinates (Å):
C  0.33971  1.45070  0.06656
C  -0.37388  0.29523  0.00862
C  1.88828  -0.15850  -0.16850
C  3.56369  -1.99064  0.20397
C  2.52377  2.26067  -0.15760
C  3.12734  -0.78341  -0.29388
C  -2.14284  -0.37189  1.52339
C  -2.16445  -1.34559  -0.94517
C  -2.63342  1.14335  -0.42105
C  -1.79797  -0.12890  0.01613
N  0.70737  -0.70695  -0.19026
N  1.72025  1.22890  -0.08532
H  -0.01339  2.49615  0.12897
H  4.56027  -2.21685  0.16176
H  2.89561  -2.77816  0.71296
H  3.57183  2.12100  -0.21856
H  2.00111  3.14454  -0.15672
H  3.84722  -0.01281  -0.46053
H  -3.15794  -0.44846  1.49337
H  -1.80404  -1.30968  1.91553
H  -1.77313  0.44078  2.12153
H  -2.23198  -0.87992  -1.85441
H  -3.05189  -1.87217  -0.56170
H  -1.44009  -2.11170  -0.97874
H  -3.35299  0.69683  -1.09660
H  -1.98253  1.81495  -0.98363
H  -3.14575  1.60821  0.36993
H  0.31985  -1.58567  -0.15006


> The lowest DFT total energy belongs to which entry?

C38H40N4OsPSi